1.
{"formula": "C23H26CoNO3", "method": "ωB97M-V/def2-TZVPD", "symbols": ["C", "C", "C", "H", "C", "C", "H", "C", "C", "C", "H", "C", "C", "H", "H", "H", "H", "H", "H", "Co", "C", "C", "C", "H", "H", "H", "H", "H", "H", "C", "C", "H", "H", "O", "N", "C", "H", "C", "C", "H", "C", "H", "C", "H", "C", "H", "C", "H", "H", "H", "O", "C", "O", "H"], "xyz": [[2.06957, -0.00487, 0.67771], [2.16532, -0.74401, -0.53283], [1.84328, 0.12566, -1.61547], [2.50961, -1.77444, -0.61972], [1.61073, 1.42396, -1.06601], [1.78683, 1.34258, 0.34590], [1.41901, 2.33296, -1.62654], [-1.35251, -1.75576, 1.39269], [-0.07898, -2.03177, 0.87387], [-0.14793, -1.94352, -0.58282], [0.79188, -2.35568, 1.44286], [-1.52978, -1.59358, -0.90316], [-2.25155, -1.51872, 0.30682], [1.89762, -0.12339, -2.67288], [1.76881, 2.17320, 1.04350], [2.29182, -0.37537, 1.67647], [-3.32917, -1.37161, 0.38189], [0.50008, -2.44648, -1.29665], [-1.64790, -1.78111, 2.43738], [0.30051, 0.04225, -0.38090], [-2.01721, -1.29836, -2.28857], [-3.53722, -1.48901, -2.34650], [-1.32464, -2.20856, -3.31366], [-3.80318, -2.50945, -2.04110], [-3.88490, -1.31654, -3.36685], [-4.04220, -0.77412, -1.68700], [-1.47270, -3.26267, -3.04213], [-0.24556, -2.01280, -3.37565], [-1.76039, -2.03954, -4.30485], [-1.58176, 0.19167, -2.55880], [-2.05683, 0.73099, -3.88002], [-0.47137, 0.26531, -2.54143], [-1.99112, 0.86261, -1.77892], [-2.96586, 0.14407, -4.44678], [-1.50538, 1.83746, -4.44607], [-0.33287, 2.57145, -4.00882], [-1.98408, 2.16884, -5.27664], [0.96423, 1.95391, -4.49258], [2.16391, 2.59957, -4.17662], [2.11587, 3.55438, -3.64468], [3.38567, 2.02677, -4.52749], [4.31244, 2.52520, -4.23958], [3.41312, 0.82602, -5.24749], [4.36824, 0.37702, -5.52358], [2.21586, 0.21086, -5.62430], [2.21644, -0.71179, -6.20835], [0.98766, 0.78126, -5.25878], [0.04849, 0.32499, -5.58512], [-0.33761, 2.62012, -2.90449], [-0.41214, 3.60501, -4.38145], [-0.41670, 0.85161, 2.44153], [-1.10078, 1.41781, 1.57894], [-1.05443, 1.17785, 0.28910], [-1.83374, 2.19825, 1.86513]], "mulliken_spin": [0.06, 0.14, 0.00, 0.00, 0.06, 0.13, 0.01, 0.10, 0.39, -0.08, -0.01, 0.16, 0.22, 0.02, 0.01, 0.00, -0.02, 0.02, 0.01, 2.46, 0.12, 0.04, 0.04, -0.01, 0.00, 0.00, -0.01, 0.00, 0.00, 0.07, 0.01, -0.05, 0.00, 0.00, 0.00, 0.00, 0.00, 0.00, 0.00, 0.00, 0.00, 0.00, 0.00, 0.00, 0.00, 0.00, 0.00, 0.00, 0.00, 0.00, 0.01, 0.00, 0.09, 0.00], "total_energy_ev": -69529.6074, "multiplicity": 5, "lumo_energy_ev": [0.66, -1.98], "de_lowest_ev": 1.518}



2.
{"formula": "C53H38Br2N6O5PZr", "method": "ωB97M-V/def2-TZVPD", "symbols": ["Zr", "O", "C", "O", "C", "C", "C", "C", "C", "C", "P", "C", "C", "C", "C", "C", "C", "C", "C", "C", "C", "C", "C", "H", "H", "H", "H", "H", "H", "H", "H", "H", "H", "H", "H", "H", "H", "Br", "C", "C", "C", "Br", "C", "C", "C", "C", "N", "C", "C", "O", "H", "H", "H", "H", "N", "C", "C", "C", "C", "C", "C", "C", "C", "N", "C", "H", "H", "H", "H", "H", "H", "H", "H", "C", "O", "C", "C", "C", "C", "C", "C", "N", "N", "C", "C", "C", "C", "O", "C", "N", "C", "C", "C", "C", "H", "H", "H", "H", "H", "H", "H", "H", "H", "H", "H", "H"], "xyz": [[-0.08126, -0.01648, 0.29531], [2.36888, -2.86091, 0.87545], [2.57167, -1.74864, 0.42532], [1.94445, -0.67490, 0.81656], [3.57491, -1.49438, -0.66562], [4.69342, -2.32109, -0.71970], [5.69004, -2.09238, -1.65189], [5.56759, -1.03423, -2.54273], [4.44263, -0.22701, -2.51080], [3.42177, -0.45161, -1.58721], [1.96523, 0.67446, -1.62693], [1.42054, 0.67087, -3.36352], [0.43135, 1.59573, -3.70624], [-0.13291, 1.58872, -4.97087], [0.26319, 0.63892, -5.90372], [1.22754, -0.29729, -5.56480], [1.80578, -0.28275, -4.30220], [2.83423, 2.25727, -1.37332], [2.88465, 3.27946, -2.31343], [3.62628, 4.42561, -2.05306], [4.32674, 4.54911, -0.86333], [4.27929, 3.52751, 0.07741], [3.52957, 2.39147, -0.17133], [4.77099, -3.12911, -0.00445], [6.56683, -2.72555, -1.67622], [6.35001, -0.83652, -3.26344], [4.35750, 0.59546, -3.21102], [0.08969, 2.31656, -2.96940], [-0.89529, 2.31374, -5.22434], [-0.18768, 0.62255, -6.88711], [1.53243, -1.04672, -6.28409], [2.54586, -1.03117, -4.05164], [2.36251, 3.18648, -3.25648], [3.66326, 5.21694, -2.79013], [4.91290, 5.43749, -0.66827], [4.82494, 3.62073, 1.00730], [3.49328, 1.59419, 0.56259], [1.05752, 4.93429, 0.65047], [-0.49089, 4.11480, 1.32188], [-1.48408, 4.91545, 1.91960], [-2.63804, 4.36675, 2.39554], [-3.93376, 5.48614, 3.19358], [-2.87088, 2.97339, 2.28381], [-4.04175, 2.30565, 2.69906], [-4.15971, 0.95872, 2.49690], [-3.10689, 0.26211, 1.88594], [-1.99284, 0.84334, 1.50562], [-1.86091, 2.18806, 1.69023], [-0.64323, 2.75267, 1.21260], [0.24696, 1.93400, 0.66922], [-1.31666, 5.98068, 1.99371], [-4.83804, 2.87024, 3.16406], [-5.04978, 0.42309, 2.79340], [-3.19417, -0.80178, 1.70260], [0.35351, -0.04765, 2.68949], [-0.23560, -1.14434, 3.41256], [-0.18833, -1.26189, 4.77231], [-0.73672, -2.38944, 5.41606], [-1.32374, -3.37953, 4.69008], [-1.41514, -3.27142, 3.28388], [-2.07474, -4.22826, 2.48733], [-2.20200, -4.01674, 1.14766], [-1.64446, -2.85651, 0.59323], [-0.96928, -1.95782, 1.28626], [-0.86507, -2.14232, 2.63848], [0.23066, 0.81946, 3.20274], [1.34387, -0.24851, 2.55798], [0.28661, -0.48764, 5.36257], [-0.67840, -2.46294, 6.49306], [-1.74040, -4.25200, 5.17626], [-2.49143, -5.11236, 2.95389], [-2.72187, -4.71748, 0.50828], [-1.77488, -2.66281, -0.46226], [-2.92327, -7.77250, -0.88658], [-3.42871, -6.44816, -0.98202], [-3.28402, -5.80836, -2.17199], [-2.60745, -6.33027, -3.26728], [-2.51699, -5.57616, -4.43028], [-3.04028, -4.29495, -4.49407], [-3.76344, -3.79635, -3.40898], [-3.88640, -4.55210, -2.26143], [-2.84790, -3.60354, -5.73976], [-2.49686, -2.41723, -5.78721], [-2.20794, -1.68563, -4.58442], [-2.94277, -0.56812, -4.30081], [-2.74996, 0.14266, -3.10513], [-1.78036, -0.24904, -2.21572], [-1.56234, 0.36092, -1.05571], [-0.95478, -1.35779, -2.53116], [-0.00670, -1.69335, -1.59724], [0.74774, -2.74602, -1.85337], [0.66513, -3.48341, -3.04455], [-0.26880, -3.15040, -3.98305], [-1.14802, -2.07717, -3.72589], [-3.17117, -8.11815, 0.11246], [-1.83936, -7.79165, -1.02097], [-3.39582, -8.42556, -1.62235], [-2.16723, -7.31584, -3.23911], [-2.01756, -5.98031, -5.30179], [-4.23847, -2.82771, -3.46234], [-4.46890, -4.19401, -1.42206], [-3.71865, -0.26268, -4.99176], [-3.36039, 1.00460, -2.87054], [1.45016, -3.05466, -1.09297], [1.34686, -4.30867, -3.19446], [-0.33922, -3.69644, -4.91392]], "lowdin_charge": [1.79, 0.07, -0.61, -0.27, -0.15, -0.01, -0.05, -0.05, -0.08, -0.27, 1.11, -0.36, -0.12, -0.07, -0.07, -0.07, -0.09, -0.36, -0.09, -0.08, -0.10, -0.10, -0.11, 0.12, 0.11, 0.11, 0.12, 0.12, 0.11, 0.11, 0.11, 0.10, 0.10, 0.11, 0.11, 0.11, 0.11, 0.89, -0.59, -0.15, -0.62, 0.81, -0.18, -0.01, -0.02, -0.09, 0.02, -0.14, -0.37, -0.30, 0.10, 0.09, 0.11, 0.11, 0.03, -0.21, 0.01, -0.05, -0.01, -0.13, 0.03, 0.00, -0.09, 0.01, -0.16, 0.12, 0.10, 0.13, 0.12, 0.12, 0.13, 0.09, 0.11, -0.07, -0.11, -0.29, 0.00, -0.02, -0.28, -0.01, 0.00, 0.09, 0.09, -0.25, -0.02, 0.02, -0.34, -0.25, -0.18, 0.02, -0.09, 0.00, 0.02, -0.10, 0.09, 0.10, 0.10, 0.11, 0.12, 0.12, 0.12, 0.13, 0.13, 0.10, 0.12, 0.12], "total_energy_ev": -225412.2275, "lumo_energy_ev": -3.11, "total_charge": 1, "de_lowest_ev": 0.000}



3.
{"formula": "C23H28Cl2MgN6O2STe", "method": "ωB97M-V/def2-TZVPD", "symbols": ["Mg", "C", "C", "N", "N", "C", "N", "S", "C", "C", "C", "C", "C", "N", "H", "H", "H", "H", "H", "H", "H", "H", "H", "H", "C", "C", "N", "C", "C", "N", "H", "H", "H", "H", "H", "H", "C", "C", "C", "C", "C", "C", "Te", "C", "C", "C", "H", "H", "H", "H", "H", "H", "H", "H", "H", "H", "H", "Cl", "C", "Cl", "C", "O", "O", "H"], "xyz": [[-1.46141, 1.76801, -1.27764], [-1.49196, 4.31463, 2.12045], [-1.72107, 3.20871, 1.14069], [-1.88454, 3.42911, -0.10707], [-1.84696, 4.68733, -0.62576], [-1.97989, 4.82041, -1.96446], [-1.70840, 6.05015, -2.43771], [-2.54840, 3.58747, -2.94938], [-1.74183, 1.77050, 1.50534], [-1.68396, 1.37734, 2.80924], [-1.90049, -0.01153, 3.10751], [-1.86337, -0.90827, 2.11169], [-1.51997, -0.45306, 0.75141], [-1.88624, 0.89734, 0.45937], [-2.18071, 5.14066, 1.93187], [-1.63457, 3.98321, 3.14222], [-0.46691, 4.68564, 2.02685], [-1.40630, 5.42713, -0.10304], [-0.96558, 6.56480, -1.98973], [-1.71694, 6.11337, -3.44095], [-1.57672, 2.08488, 3.61710], [-2.10703, -0.31022, 4.12802], [-2.02668, -1.96660, 2.28263], [-1.90919, -1.11502, -0.00952], [-2.02633, -1.87465, -2.44606], [-1.22031, -0.84081, -3.14972], [-1.21655, 0.45856, -2.92487], [-0.33129, 1.01304, -3.84547], [0.18808, 0.03602, -4.62179], [-0.39170, -1.13269, -4.17268], [-2.91073, -1.42037, -2.00533], [-1.44031, -2.34674, -1.65416], [-2.34127, -2.65146, -3.14321], [-0.15065, 2.07451, -3.88770], [0.89909, 0.06059, -5.42939], [-0.19807, -2.05700, -4.51348], [2.67021, -6.22975, 2.82739], [2.20288, -4.91242, 2.26402], [2.14532, -3.76836, 3.04700], [1.72847, -2.54277, 2.53395], [1.74840, -1.34343, 3.45176], [1.33960, -2.45099, 1.18405], [0.76450, -0.55179, 0.36568], [1.40731, -3.60125, 0.37654], [1.02452, -3.61805, -1.08770], [1.83182, -4.80571, 0.93192], [2.97163, -6.12854, 3.86998], [3.52301, -6.61100, 2.26215], [1.87885, -6.98040, 2.77255], [2.44912, -3.82332, 4.08829], [2.14830, -1.61618, 4.43016], [0.74893, -0.93321, 3.58721], [2.36366, -0.54802, 3.03029], [1.12629, -2.63384, -1.53699], [-0.01537, -3.94065, -1.20862], [1.65413, -4.32331, -1.63405], [1.88129, -5.68737, 0.29712], [3.18883, 1.38897, -2.25560], [2.70222, 2.90881, -1.48114], [3.17964, 2.95420, 0.23341], [1.18572, 3.15297, -1.58594], [0.87056, 4.25853, -2.02953], [0.41773, 2.21603, -1.18938], [3.23160, 3.70586, -1.97980]], "lowdin_charge": [0.43, 0.00, -0.22, 0.00, 0.02, -0.85, 0.11, 0.71, -0.29, -0.04, -0.11, -0.12, -0.51, -0.09, 0.09, 0.07, 0.10, 0.15, 0.11, 0.09, 0.09, 0.11, 0.11, 0.04, 0.00, -0.37, 0.04, -0.14, -0.06, 0.11, 0.09, 0.05, 0.09, 0.09, 0.12, 0.16, -0.05, -0.27, -0.02, -0.31, -0.09, -0.43, 1.34, -0.31, -0.10, -0.03, 0.07, 0.08, 0.08, 0.11, 0.07, 0.05, 0.06, 0.01, 0.07, 0.08, 0.12, 0.58, -1.00, 0.58, -0.75, 0.01, -0.20, 0.05], "total_energy_ev": -85962.9036, "lumo_energy_ev": 0.09, "de_lowest_ev": 1.454}



Number 2 is which compound?
C53H38Br2N6O5PZr